Record 1
55
Properties=species:S:1:pos:R:3:nbo_charge:R:1 method="wB97M-V/def2-TZVPD" spin_multiplicity=3 molar_mass_g_mol=596.33 orbital_gap_ev="4.53 / 6.36" max_force_ha_per_bohr=0.0571 charge=-1
O 0.37 4.04 -0.23 -0.50
Cl 2.39 -0.06 -0.34 -0.89
C -1.64 0.02 -3.78 -0.31
H -1.71 3.39 -1.50 0.23
C -1.51 -2.50 -0.91 -0.49
C -1.49 2.51 -0.89 -0.49
H 1.58 5.09 1.16 0.19
C 0.37 -3.39 2.97 -0.62
H 3.04 -2.97 2.62 0.19
H 2.46 3.90 0.22 0.20
C 2.45 2.19 2.08 -0.65
Au -0.25 0.00 0.96 1.19
H -2.07 0.02 0.26 0.20
C -1.61 -1.18 -3.06 0.06
H -2.31 2.46 -0.15 0.23
O 0.28 -4.06 -0.18 -0.50
C -1.81 2.50 -3.84 -0.63
H -1.71 -3.36 -1.55 0.23
H -2.74 3.00 -3.50 0.20
H 1.42 -5.13 1.26 0.19
H 2.36 -3.98 0.32 0.20
C 2.36 -2.25 2.15 -0.65
H -1.95 2.30 -4.92 0.21
C -1.50 1.22 -1.64 -0.01
H -2.75 -2.95 -3.53 0.20
C -1.83 -2.45 -3.87 -0.65
H -1.02 -3.19 -3.77 0.21
H 1.01 -4.03 3.58 0.20
C 1.51 4.08 0.74 -0.07
H -1.97 -2.23 -4.94 0.21
C -0.30 -2.87 -0.08 0.64
C 1.39 -4.13 0.82 -0.07
H 2.85 1.73 1.19 0.27
H -1.90 0.03 -4.85 0.19
H 3.15 2.89 2.55 0.19
H -2.36 -2.45 -0.21 0.23
C -0.24 2.86 -0.10 0.64
Cl 0.15 0.03 3.37 -0.73
H 2.78 -1.80 1.26 0.27
H -0.36 3.99 2.64 0.19
C 1.09 -2.94 1.72 0.06
C -1.50 -1.19 -1.65 -0.04
N 0.22 -2.15 0.87 -0.55
H 0.24 2.53 3.51 0.26
N 0.29 2.14 0.85 -0.55
H -0.51 -3.94 2.67 0.19
C -1.50 0.01 -0.81 -0.62
C 0.52 3.40 2.92 -0.62
H 0.11 -2.50 3.54 0.26
C -1.60 1.22 -3.05 -0.03
H -1.00 3.24 -3.73 0.21
H 1.19 4.04 3.51 0.20
C 1.20 2.92 1.67 0.06
H 2.22 1.40 2.79 0.25
H 2.14 -1.45 2.85 0.25

Record 2
15
Properties=species:S:1:pos:R:3:nbo_charge:R:1 method="wB97M-V/def2-TZVPD" molar_mass_g_mol=96.13 orbital_gap_ev=9.98 smiles="CC1=NC1.C=C=N" max_force_ha_per_bohr=0.0129 charge=0 relative_energy_kcal_mol=79.4
C 1.92 0.33 -0.69 -0.68
H -3.45 0.74 0.50 0.24
C 0.62 -1.30 1.24 -0.33
N -1.22 0.29 -1.81 -0.66
H 1.26 -1.79 1.98 0.18
H 1.55 1.32 -0.97 0.25
H 2.96 0.42 -0.38 0.25
H -0.25 -1.88 0.93 0.18
H -1.81 1.38 1.13 0.27
N 0.43 0.20 1.41 -0.34
C 1.12 -0.20 0.44 0.25
H 1.88 -0.33 -1.55 0.23
C -1.80 0.55 -0.75 0.43
H -0.82 -0.65 -1.82 0.37
C -2.40 0.93 0.35 -0.65

Record 3
53
Properties=species:S:1:pos:R:3:lowdin_charge:R:1 method="wB97M-V/def2-TZVPD" molar_mass_g_mol=511.73 orbital_gap_ev="3.79 / 3.92" max_force_ha_per_bohr=0.0772 charge=0 relative_energy_kcal_mol=30.2
H 1.91 -2.00 2.04 0.02
O 2.21 2.97 0.15 -0.11
H 3.17 2.72 0.07 0.07
C -3.91 -0.81 -1.72 -0.01
H 5.68 0.20 0.62 0.09
H -2.18 2.70 2.81 0.10
Ba 1.12 0.05 -0.08 1.94
H -1.09 3.43 3.99 0.09
N -1.93 0.22 -0.81 -0.05
C 0.00 -4.59 -1.08 -0.06
C -2.62 1.38 -0.67 -0.15
C -2.58 -0.85 -1.30 -0.12
C -3.95 1.52 -1.05 -0.02
N 1.74 2.27 1.29 -0.13
H 4.25 -0.35 -0.32 0.05
H 1.09 -2.51 -3.89 0.08
N 2.51 -1.83 -1.43 -0.32
H -1.58 1.72 4.18 0.09
O -1.11 -0.01 2.82 -0.05
H -4.46 2.48 -0.93 0.10
O 4.71 1.73 -0.44 -0.17
H -4.39 -1.70 -2.12 0.11
H 0.65 4.72 0.75 0.09
H -6.43 1.38 -1.94 0.10
C 1.74 -2.88 -1.89 -0.34
H 4.03 0.62 1.18 0.05
H 0.14 -5.07 -2.06 0.06
H 0.85 4.93 2.48 0.11
H -6.40 -0.29 -2.41 0.11
C 0.70 2.88 1.88 -0.27
O 2.33 -1.12 2.21 -0.19
O -0.21 -2.58 0.92 -0.32
H -0.98 -0.91 2.45 0.08
C -0.14 2.01 2.67 -0.28
H 2.73 -3.15 -3.74 0.08
H 1.37 -4.24 -3.55 0.06
N 0.93 -2.78 0.32 -0.28
H -2.01 -1.79 -1.36 0.11
H 5.53 1.72 -1.00 0.11
H 1.72 -0.68 2.85 0.02
O 2.70 -0.85 -2.25 -0.38
N -5.92 0.51 -2.02 0.11
C 4.66 0.47 0.29 -0.14
C -4.63 0.41 -1.61 -0.32
C 1.71 -3.22 -3.33 -0.06
C 0.89 -3.43 -0.89 -0.34
H -1.05 -4.27 -1.01 0.07
H 0.22 -5.35 -0.32 0.09
H -2.07 2.23 -0.23 0.10
C -1.31 2.49 3.46 -0.02
C 0.34 4.32 1.72 -0.01
H -0.73 4.50 1.83 0.08
N 0.07 0.70 2.49 -0.05